{
  "formula": "C17H40NO8PS",
  "method": "ωB97M-V/def2-TZVPD",
  "energy_ha": -2067.96915,
  "e_homo_ev": -9.68,
  "total_charge": 0,
  "largest_force_ev_per_a": 4.1,
  "homo_lumo_gap_ev": 9.675,
  "elements": ["S", "P", "O", "O", "O", "O", "O", "O", "O", "O", "N", "C", "C", "C", "C", "C", "C", "C", "C", "C", "C", "C", "C", "C", "C", "C", "C", "C", "H", "H", "H", "H", "H", "H", "H", "H", "H", "H", "H", "H", "H", "H", "H", "H", "H", "H", "H", "H", "H", "H", "H", "H", "H", "H", "H", "H", "H", "H", "H", "H", "H", "H", "H", "H", "H", "H", "H", "H"],
  "coordinates": [[-1.1802, -1.0657, -0.5134], [-0.0158, 2.9323, -0.2681], [-0.2096, 3.0868, 1.3676], [-1.2606, 0.4929, 0.0762], [4.5420, -0.4596, 0.0175], [-1.3393, 3.7132, -0.9700], [0.4797, -1.1347, -0.6488], [-1.7725, -2.0553, 0.4091], [1.2352, 3.5638, -0.8092], [-1.6400, -1.2226, -1.9149], [5.4350, 2.1967, -0.8329], [1.0561, 0.2171, -0.8335], [-5.3299, -0.4839, -3.3323], [2.8823, -0.7093, 6.8940], [3.3021, 1.5162, 3.8969], [4.1817, 1.9216, -0.0613], [2.8167, -0.9484, 4.3261], [-4.6562, -1.6847, -3.9962], [3.8812, 0.1158, 4.0551], [2.0300, -0.7600, 5.6256], [-6.0275, -1.5603, -6.1797], [-4.6476, -1.6584, -5.5268], [-0.2109, 1.1284, -0.6770], [2.1821, 0.2553, 0.2575], [3.6520, -1.9997, 7.1517], [-6.9243, -2.7529, -5.8704], [-4.6356, 0.8378, -3.6400], [3.5883, 0.5083, -0.4538], [-5.1471, -2.5997, -3.6499], [-7.8845, -2.6468, -6.3799], [-3.5941, 0.8129, -3.3077], [3.2960, -1.9314, 4.3284], [4.6344, 0.1162, 4.8479], [-6.5285, -0.6353, -5.8800], [2.1078, -0.9630, 3.4905], [-0.6422, 1.1556, -1.7187], [4.2230, -1.9224, 8.0788], [-4.0347, -0.8212, -5.8742], [2.2640, -0.7626, 0.7111], [4.3514, 1.9385, 1.0359], [1.4498, 0.1344, -1.8665], [2.8047, 1.8529, 4.8080], [3.4731, 2.7478, -0.3103], [-5.1367, 1.6595, -3.1238], [2.9682, -2.8467, 7.2453], [1.9931, 0.9568, 1.0959], [5.3002, -0.4508, -0.5737], [3.5786, 0.1337, 6.8553], [-7.1268, -2.8406, -4.8017], [5.6823, 3.1652, -0.6269], [2.2222, -0.5213, 7.7463], [-4.6493, 1.0621, -4.7084], [2.5896, 1.5502, 3.0697], [-5.8933, -1.4967, -7.2640], [-0.5664, 3.9649, 1.5644], [-6.3829, -0.4238, -3.6232], [-6.4644, -3.6835, -6.2110], [1.3072, -1.5778, 5.7140], [-4.1482, -2.5643, -5.8865], [5.1424, 2.2090, -1.8114], [-5.3204, -0.6381, -2.2491], [-3.6217, -1.7501, -3.6454], [1.4360, 0.1576, 5.5634], [4.0999, 2.2300, 3.6787], [4.4090, -0.1501, 3.1333], [3.5299, 0.3818, -1.5602], [4.3572, -2.2164, 6.3471], [-1.4935, 3.2232, -1.7906]],
  "forces_ev_per_angstrom": [[-1.0, -3.6, -1.7], [0.7, 2.6, 0.0], [-0.2, -0.4, -2.4], [1.1, -1.9, -0.5], [-0.9, -0.3, 0.0], [1.5, -1.9, 1.4], [-2.5, 0.4, 0.8], [2.1, 3.2, -1.4], [-1.7, -1.7, 0.8], [0.7, 1.6, 3.0], [-0.7, -0.2, 0.4], [-0.1, -1.5, 1.8], [0.2, 0.0, 0.1], [-0.1, -0.1, 0.0], [0.3, 0.0, 0.1], [-0.8, 0.3, -1.0], [0.1, 0.0, 0.0], [0.0, -0.1, 0.0], [-0.1, -0.1, -0.2], [0.0, 0.1, 0.0], [0.1, -0.1, -0.1], [0.0, 0.1, 0.0], [-0.4, 1.1, -1.8], [1.2, -0.2, -1.1], [0.1, 0.1, 0.1], [-0.1, 0.1, -0.1], [-0.1, 0.1, 0.0], [0.8, 1.1, 1.3], [0.0, 0.0, 0.0], [0.0, -0.1, 0.0], [0.0, 0.0, 0.0], [0.0, 0.0, 0.0], [0.0, 0.0, 0.0], [0.0, 0.0, 0.0], [0.0, 0.0, 0.0], [0.5, 0.3, 0.6], [0.0, -0.1, 0.0], [0.0, 0.0, 0.0], [-0.2, 0.8, -0.5], [0.1, -0.2, -0.7], [-0.3, 0.9, 0.6], [-0.1, 0.0, -0.1], [0.0, -0.8, 0.4], [0.1, 0.0, 0.0], [0.0, 0.0, 0.0], [0.1, -0.2, -0.7], [0.1, 0.2, 0.1], [0.0, 0.0, 0.0], [0.0, 0.0, 0.0], [0.2, -0.3, -0.1], [0.0, 0.0, 0.0], [0.0, 0.0, 0.0], [-0.1, 0.0, 0.1], [0.0, 0.0, 0.0], [0.0, 0.0, 0.1], [0.0, 0.0, 0.0], [0.0, 0.0, 0.1], [0.0, 0.0, 0.0], [0.0, 0.0, 0.0], [0.2, 0.1, 0.1], [0.0, 0.0, 0.0], [0.0, 0.0, 0.0], [0.0, 0.0, 0.0], [-0.1, 0.0, 0.0], [0.0, 0.0, 0.0], [-0.3, 0.3, 0.6], [0.0, 0.0, 0.0], [-0.3, 0.4, -0.1]]
}